{
  "formula": "C35H47N6OS2Si2TcTe2",
  "method": "the ωB97M-V functional and the def2-TZVPD basis",
  "s_squared": 3.840,
  "e_tot_ev": -102250.234,
  "gap_ha": [0.247, 0.194],
  "relative_energy_kj_mol": 51.08,
  "spin_multiplicity": 4,
  "charge": 1,
  "symbols": ["Te", "Te", "Tc", "S", "S", "Si", "Si", "O", "N", "N", "N", "N", "N", "N", "C", "C", "C", "C", "C", "C", "C", "C", "C", "C", "C", "C", "C", "C", "C", "C", "C", "C", "C", "C", "C", "C", "C", "C", "C", "C", "C", "C", "C", "C", "C", "C", "C", "C", "C", "H", "H", "H", "H", "H", "H", "H", "H", "H", "H", "H", "H", "H", "H", "H", "H", "H", "H", "H", "H", "H", "H", "H", "H", "H", "H", "H", "H", "H", "H", "H", "H", "H", "H", "H", "H", "H", "H", "H", "H", "H", "H", "H", "H", "H", "H", "H"],
  "positions_angstrom": [[1.115, 2.777, -2.617], [-2.211, -0.244, 0.521], [-0.213, 0.998, -0.946], [6.987, 1.388, 4.431], [3.620, 2.398, -4.769], [-4.343, -2.361, -0.705], [-0.076, -1.615, 2.923], [5.038, 0.303, 5.813], [-1.677, 4.379, 1.482], [-2.023, 1.856, -1.851], [-2.022, 3.916, -0.770], [-2.504, -4.721, -8.583], [-0.644, 2.531, 0.495], [-3.035, 3.703, -2.831], [-0.999, 4.164, 2.748], [-0.001, -2.147, -5.392], [2.559, 0.519, 0.575], [-4.705, -4.091, -1.395], [-5.495, -1.979, 0.766], [-0.411, -2.838, -6.511], [6.958, 0.971, 7.117], [5.746, 1.076, 3.197], [-2.397, -3.564, -5.335], [-0.472, -2.891, 4.280], [4.259, 0.078, -3.904], [-0.789, -2.147, -4.233], [-2.087, -4.204, -7.650], [0.621, -2.463, 1.369], [-1.415, 3.560, 0.432], [-0.435, -1.337, -3.136], [-2.325, 3.103, -1.840], [-0.165, -0.523, -2.263], [-2.700, 5.405, 1.427], [-2.537, -2.277, -0.078], [4.612, 1.001, -4.839], [-1.984, -2.878, -4.216], [3.695, 0.657, 1.392], [4.153, 1.956, 1.652], [1.070, -0.243, 3.587], [-1.617, -3.544, -6.494], [4.324, -0.434, 2.004], [6.134, 0.783, 5.885], [-4.535, -0.982, -2.017], [1.505, 0.506, -0.050], [5.348, -0.221, 2.904], [2.707, 1.726, -3.460], [3.168, 0.487, -3.114], [5.171, 2.165, 2.554], [-1.752, -0.721, 2.572], [0.590, -1.809, 0.497], [1.658, -2.732, 1.532], [5.516, 3.161, 2.781], [-1.200, -3.629, 3.957], [7.203, -0.003, 7.538], [0.188, -2.828, -7.408], [-4.744, -0.024, -1.543], [-0.862, -2.415, 5.175], [4.766, -0.861, -3.783], [7.875, 1.509, 6.898], [-3.144, 3.208, -3.701], [-2.332, 4.873, -0.841], [3.998, -1.436, 1.769], [6.377, 1.515, 7.859], [-1.368, 3.268, 3.260], [-2.588, -2.885, -3.321], [-5.353, -1.191, -2.699], [0.612, 0.302, 4.408], [-2.598, -1.315, 2.915], [-3.327, -4.110, -5.334], [-3.616, 5.028, 0.968], [-5.669, -4.112, -1.891], [5.396, 0.947, -5.568], [3.687, 2.789, 1.146], [5.836, -1.055, 3.387], [-0.259, 2.361, 1.416], [-2.951, 5.710, 2.440], [0.427, -3.426, 4.568], [-3.633, -0.871, -2.614], [-3.122, 4.702, -2.891], [2.001, -0.655, 3.961], [2.718, -0.093, -2.325], [0.082, 4.078, 2.606], [-1.795, -2.524, -0.832], [1.328, 0.469, 2.809], [-1.790, 0.223, 3.117], [0.922, -1.589, -5.399], [-1.180, 5.023, 3.387], [0.094, -3.381, 1.127], [-2.328, 1.376, -2.689], [-5.433, -2.756, 1.521], [-2.353, 6.293, 0.891], [-5.249, -1.032, 1.244], [-4.738, -4.816, -0.589], [-6.531, -1.926, 0.446], [-3.958, -4.428, -2.106], [-2.376, -2.911, 0.787]]
}